a | Molecular formula: C44H66O33
Method: DFT, ωB97M-V/def2-TZVPD

As for the charge: 0. The calculation puts the gap between HOMO and LUMO at 9.02 eV. As for the SMILES: C[C@H]1COC(=O)O1.C[C@H]1COC(=O)O1.C[C@H]1COC(=O)O1.C[C@H]1COC(=O)O1.C[C@H]1COC(=O)O1.C[C@H]1COC(=O)O1.C[C@H]1COC(=O)O1.C[C@H]1COC(=O)O1.C[C@H]1COC(=O)O1.C[C@H]1COC(=O)O1.C[C@H]1COC(=O)O1. The calculation puts the LUMO energy at -0.021 hartree.

Each atom is followed by the atoms it is bonded to, with distances in Å.
Positions of all 143 atoms, in Å:
1 C 15.096 5.592 -3.188  C2 1.497, H8 1.085, H9 1.094, H10 1.092
2 C 15.846 5.928 -1.938  C1 1.497, C3 1.537, O7 1.427, H11 1.095
3 C 16.602 7.267 -1.932  C2 1.537, O4 1.435, H12 1.091, H13 1.087
4 O 16.020 7.980 -0.830  C3 1.435, C5 1.352
5 C 15.063 7.234 -0.233  O4 1.352, O6 1.183, O7 1.353
6 O 14.449 7.565 0.723  C5 1.183
7 O 14.915 6.047 -0.863  C2 1.427, C5 1.353
8 H 15.755 5.458 -4.040  C1 1.085
9 H 14.363 6.370 -3.424  C1 1.094
10 H 14.520 4.675 -3.044  C1 1.092
11 H 16.586 5.157 -1.700  C2 1.095
12 H 16.448 7.838 -2.848  C3 1.091
13 H 17.663 7.175 -1.713  C3 1.087
14 C 13.618 3.766 1.216  C15 1.501, H21 1.091, H22 1.099, H23 1.088
15 C 13.133 2.434 1.712  C14 1.501, C16 1.539, O20 1.441, H24 1.088
16 C 13.901 1.236 1.127  C15 1.539, O17 1.426, H25 1.089, H26 1.089
17 O 14.071 0.372 2.248  C16 1.426, C18 1.346
18 C 13.859 1.059 3.386  O17 1.346, O19 1.187, O20 1.352
19 O 13.989 0.610 4.478  C18 1.187
20 O 13.482 2.326 3.106  C15 1.441, C18 1.352
21 H 13.169 4.608 1.746  C14 1.091
22 H 13.249 3.924 0.194  C14 1.099
23 H 14.700 3.870 1.187  C14 1.088
24 H 12.054 2.395 1.575  C15 1.088
25 H 14.875 1.514 0.725  C16 1.089
26 H 13.336 0.754 0.330  C16 1.089
27 C 13.037 -0.575 -6.434  C28 1.507, H34 1.096, H35 1.091, H36 1.088
28 C 12.743 -1.674 -5.445  C27 1.507, C29 1.564, O33 1.436, H37 1.091
29 C 13.960 -2.182 -4.605  C28 1.564, O30 1.417, H38 1.088, H39 1.085
30 O 13.470 -2.196 -3.276  C29 1.417, C31 1.354
31 C 12.304 -1.513 -3.198  O30 1.354, O32 1.181, O33 1.354
32 O 11.742 -1.248 -2.193  C31 1.181
33 O 11.860 -1.171 -4.430  C28 1.436, C31 1.354
34 H 14.057 -0.671 -6.825  C27 1.096
35 H 12.981 0.397 -5.941  C27 1.091
36 H 12.347 -0.585 -7.274  C27 1.088
37 H 12.286 -2.553 -5.901  C28 1.091
38 H 14.773 -1.466 -4.702  C29 1.088
39 H 14.162 -3.189 -4.957  C29 1.085
40 C 22.940 6.126 -3.432  C41 1.511, H47 1.091, H48 1.095, H49 1.086
41 C 22.061 4.904 -3.561  C40 1.511, C42 1.532, O46 1.450, H50 1.088
42 C 21.231 4.575 -2.317  C41 1.532, O43 1.427, H51 1.093, H52 1.089
43 O 19.964 4.193 -2.852  C42 1.427, C44 1.351
44 C 19.844 4.709 -4.095  O43 1.351, O45 1.190, O46 1.346
45 O 18.843 4.672 -4.736  C44 1.190
46 O 21.032 5.145 -4.554  C41 1.450, C44 1.346
47 H 23.394 6.231 -2.446  C40 1.091
48 H 22.310 7.018 -3.499  C40 1.095
49 H 23.668 6.153 -4.238  C40 1.086
50 H 22.612 4.027 -3.894  C41 1.088
51 H 21.138 5.413 -1.622  C42 1.093
52 H 21.659 3.748 -1.752  C42 1.089
53 C 18.544 -2.593 -8.275  C54 1.508, H60 1.094, H61 1.089, H62 1.085
54 C 18.235 -2.616 -6.799  C53 1.508, C55 1.532, O59 1.436, H63 1.094
55 C 16.986 -3.421 -6.425  C54 1.532, O56 1.420, H64 1.092, H65 1.089
56 O 17.418 -4.291 -5.390  C55 1.420, C57 1.363
57 C 18.776 -4.253 -5.285  O56 1.363, O58 1.182, O59 1.352
58 O 19.410 -4.966 -4.588  C57 1.182
59 O 19.283 -3.281 -6.076  C54 1.436, C57 1.352
60 H 17.679 -2.219 -8.830  C53 1.094
61 H 18.755 -3.600 -8.631  C53 1.089
62 H 19.380 -1.927 -8.462  C53 1.085
63 H 18.201 -1.596 -6.404  C54 1.094
64 H 16.579 -3.987 -7.265  C55 1.092
65 H 16.194 -2.777 -6.044  C55 1.089
66 C 26.278 1.977 -3.258  C67 1.514, H73 1.091, H74 1.087, H75 1.093
67 C 25.369 1.397 -4.320  C66 1.514, C68 1.531, O72 1.450, H76 1.092
68 C 24.940 -0.056 -4.101  C67 1.531, O69 1.436, H77 1.092, H78 1.087
69 O 23.512 -0.026 -4.252  C68 1.436, C70 1.346
70 C 23.079 1.247 -4.202  O69 1.346, O71 1.188, O72 1.346
71 O 21.940 1.565 -4.086  C70 1.188
72 O 24.108 2.111 -4.277  C67 1.450, C70 1.346
73 H 25.889 1.752 -2.263  C66 1.091
74 H 26.393 3.049 -3.392  C66 1.087
75 H 27.267 1.518 -3.323  C66 1.093
76 H 25.849 1.529 -5.292  C67 1.092
77 H 25.175 -0.419 -3.098  C68 1.092
78 H 25.360 -0.762 -4.814  C68 1.087
79 C 21.295 0.604 -7.315  C80 1.514, H86 1.092, H87 1.088, H88 1.094
80 C 22.256 0.059 -8.351  C79 1.514, C81 1.513, O85 1.429, H89 1.098
81 C 23.729 0.064 -8.003  C80 1.513, O82 1.433, H90 1.096, H91 1.085
82 O 24.212 -1.074 -8.726  C81 1.433, C83 1.356
83 C 23.177 -1.922 -8.947  O82 1.356, O84 1.180, O85 1.362
84 O 23.274 -3.012 -9.389  C83 1.180
85 O 22.010 -1.330 -8.571  C80 1.429, C83 1.362
86 H 21.499 0.132 -6.352  C79 1.092
87 H 20.262 0.476 -7.633  C79 1.088
88 H 21.422 1.681 -7.173  C79 1.094
89 H 22.069 0.629 -9.271  C80 1.098
90 H 23.870 -0.106 -6.930  C81 1.096
91 H 24.263 0.954 -8.321  C81 1.085
92 C 14.197 4.070 -6.903  C93 1.505, H99 1.089, H100 1.092, H101 1.092
93 C 12.810 3.946 -7.475  C92 1.505, C94 1.558, O98 1.438, H102 1.091
94 C 12.484 2.593 -8.178  C93 1.558, O95 1.403, H103 1.095, H104 1.088
95 O 11.325 2.149 -7.522  C94 1.403, C96 1.350
96 C 11.054 2.892 -6.428  O95 1.350, O97 1.180, O98 1.359
97 O 10.319 2.570 -5.562  C96 1.180
98 O 11.837 4.002 -6.418  C93 1.438, C96 1.359
99 H 14.396 3.295 -6.164  C92 1.089
100 H 14.287 5.041 -6.411  C92 1.092
101 H 14.940 4.083 -7.703  C92 1.092
102 H 12.589 4.765 -8.161  C93 1.091
103 H 13.308 1.887 -8.030  C94 1.095
104 H 12.371 2.743 -9.249  C94 1.088
105 C 20.108 -0.313 -1.539  C106 1.506, H112 1.089, H113 1.090, H114 1.092
106 C 19.479 0.359 -0.348  C105 1.506, C107 1.539, O111 1.445, H115 1.093
107 C 17.965 0.624 -0.436  C106 1.539, O108 1.422, H116 1.089, H117 1.087
108 O 17.472 0.226 0.838  C107 1.422, C109 1.359
109 C 18.406 -0.518 1.485  O108 1.359, O110 1.181, O111 1.355
110 O 18.247 -1.037 2.534  C109 1.181
111 O 19.542 -0.580 0.748  C106 1.445, C109 1.355
112 H 20.243 0.365 -2.380  C105 1.089
113 H 19.519 -1.185 -1.825  C105 1.090
114 H 21.096 -0.684 -1.258  C105 1.092
115 H 20.011 1.258 -0.024  C106 1.093
116 H 17.541 0.062 -1.267  C107 1.089
117 H 17.754 1.685 -0.543  C107 1.087
118 C 18.627 1.439 -4.678  C119 1.509, H125 1.087, H126 1.091, H127 1.094
119 C 17.197 1.903 -4.542  C118 1.509, C120 1.528, O124 1.438, H128 1.087
120 C 16.117 0.995 -5.130  C119 1.528, O121 1.407, H129 1.096, H130 1.089
121 O 15.204 0.842 -4.070  C120 1.407, C122 1.356
122 C 15.713 1.292 -2.896  O121 1.356, O123 1.180, O124 1.353
123 O 15.209 1.162 -1.837  C122 1.180
124 O 16.889 1.915 -3.137  C119 1.438, C122 1.353
125 H 19.178 1.797 -3.813  C118 1.087
126 H 19.041 1.855 -5.597  C118 1.091
127 H 18.748 0.352 -4.699  C118 1.094
128 H 17.156 2.933 -4.889  C119 1.087
129 H 16.577 0.063 -5.478  C120 1.096
130 H 15.593 1.398 -5.995  C120 1.089
131 C 12.119 2.240 -2.705  C132 1.508, H138 1.090, H139 1.091, H140 1.093
132 C 10.722 2.481 -2.190  C131 1.508, C133 1.542, O137 1.444, H141 1.093
133 C 9.665 1.405 -2.507  C132 1.542, O134 1.430, H142 1.090, H143 1.084
134 O 9.014 1.190 -1.252  C133 1.430, C135 1.348
135 C 9.767 1.689 -0.251  O134 1.348, O136 1.187, O137 1.348
136 O 9.560 1.536 0.908  C135 1.187
137 O 10.809 2.383 -0.752  C132 1.444, C135 1.348
138 H 12.171 2.234 -3.793  C131 1.090
139 H 12.497 1.298 -2.303  C131 1.091
140 H 12.784 3.017 -2.321  C131 1.093
141 H 10.326 3.461 -2.464  C132 1.093
142 H 10.152 0.479 -2.811  C133 1.090
143 H 8.943 1.742 -3.243  C133 1.084

=====

b | Molecular formula: C44H66O33
Method: DFT, ωB97M-V/def2-TZVPD

As for the charge: 0. The calculation puts the gap between HOMO and LUMO at 10.01 eV. As for the SMILES: C[C@H]1COC(=O)O1.C[C@H]1COC(=O)O1.C[C@H]1COC(=O)O1.C[C@H]1COC(=O)O1.C[C@H]1COC(=O)O1.C[C@H]1COC(=O)O1.C[C@H]1COC(=O)O1.C[C@H]1COC(=O)O1.C[C@H]1COC(=O)O1.C[C@H]1COC(=O)O1.C[C@H]1COC(=O)O1. The calculation puts the LUMO energy at -0.007 hartree.

Each atom is followed by the atoms it is bonded to, with distances in Å.
Positions of all 143 atoms, in Å:
1 C 6.663 -14.266 9.229  C2 1.485, H8 1.090, H9 1.090, H10 1.090
2 C 7.668 -13.953 10.276  C1 1.485, C3 1.569, O7 1.436, H11 1.090
3 C 9.057 -13.532 9.681  C2 1.569, O4 1.455, H12 1.090, H13 1.090
4 O 9.351 -12.315 10.422  C3 1.455, C5 1.358
5 C 8.199 -11.835 10.958  O4 1.358, O6 1.223, O7 1.280
6 O 8.013 -10.710 11.398  C5 1.223
7 O 7.281 -12.725 10.913  C2 1.436, C5 1.280
8 H 6.774 -13.605 8.370  C1 1.090
9 H 5.650 -14.149 9.616  C1 1.090
10 H 6.720 -15.265 8.796  C1 1.090
11 H 7.763 -14.833 10.912  C2 1.090
12 H 8.982 -13.413 8.600  C3 1.090
13 H 9.840 -14.280 9.811  C3 1.090
14 C 4.740 -9.138 4.724  C15 1.604, H21 1.090, H22 1.090, H23 1.090
15 C 4.448 -8.062 5.878  C14 1.604, C16 1.452, O20 1.370, H24 1.090
16 C 5.629 -7.590 6.579  C15 1.452, O17 1.388, H25 1.090, H26 1.090
17 O 5.464 -6.214 6.510  C16 1.388, C18 1.293
18 C 4.597 -5.870 5.615  O17 1.293, O19 1.208, O20 1.316
19 O 4.340 -4.740 5.276  C18 1.208
20 O 3.995 -6.963 5.196  C15 1.370, C18 1.316
21 H 4.675 -10.107 5.220  C14 1.090
22 H 5.690 -9.170 4.191  C14 1.090
23 H 4.041 -9.013 3.898  C14 1.090
24 H 3.777 -8.452 6.643  C15 1.090
25 H 6.555 -7.790 6.039  C16 1.090
26 H 5.783 -7.999 7.577  C16 1.090
27 C 13.766 -7.790 11.620  C28 1.500, H34 1.090, H35 1.090, H36 1.090
28 C 12.319 -7.985 11.280  C27 1.500, C29 1.530, O33 1.413, H37 1.090
29 C 11.300 -6.960 11.784  C28 1.530, O30 1.418, H38 1.090, H39 1.090
30 O 10.472 -6.765 10.650  C29 1.418, C31 1.348
31 C 10.980 -7.330 9.536  O30 1.348, O32 1.251, O33 1.365
32 O 10.468 -7.313 8.393  C31 1.251
33 O 12.185 -7.869 9.878  C28 1.413, C31 1.365
34 H 14.013 -7.972 12.666  C27 1.090
35 H 14.079 -6.762 11.438  C27 1.090
36 H 14.344 -8.465 10.988  C27 1.090
37 H 11.899 -8.941 11.592  C28 1.090
38 H 11.801 -6.070 12.164  C29 1.090
39 H 10.702 -7.403 12.580  C29 1.090
40 C 14.293 -12.932 14.286  C41 1.527, H47 1.090, H48 1.090, H49 1.090
41 C 12.854 -12.655 14.713  C40 1.527, C42 1.534, O46 1.401, H50 1.090
42 C 12.380 -13.109 16.100  C41 1.534, O43 1.402, H51 1.090, H52 1.090
43 O 11.800 -11.955 16.646  C42 1.402, C44 1.355
44 C 11.949 -10.889 15.823  O43 1.355, O45 1.197, O46 1.348
45 O 11.790 -9.749 16.148  C44 1.197
46 O 12.572 -11.283 14.694  C41 1.401, C44 1.348
47 H 14.722 -13.905 14.525  C40 1.090
48 H 14.998 -12.271 14.790  C40 1.090
49 H 14.369 -12.681 13.228  C40 1.090
50 H 12.186 -13.139 14.002  C41 1.090
51 H 13.134 -13.586 16.727  C42 1.090
52 H 11.660 -13.925 16.047  C42 1.090
53 C 14.019 -4.163 19.261  C54 1.604, H60 1.090, H61 1.090, H62 1.090
54 C 14.998 -4.759 18.140  C53 1.604, C55 1.555, O59 1.458, H63 1.090
55 C 14.670 -6.190 17.627  C54 1.555, O56 1.434, H64 1.090, H65 1.090
56 O 14.262 -5.924 16.279  C55 1.434, C57 1.306
57 C 14.494 -4.697 15.898  O56 1.306, O58 1.241, O59 1.305
58 O 14.300 -4.311 14.734  C57 1.241
59 O 14.707 -3.961 16.954  C54 1.458, C57 1.305
60 H 12.955 -4.267 19.050  C53 1.090
61 H 14.140 -3.080 19.249  C53 1.090
62 H 14.202 -4.580 20.251  C53 1.090
63 H 16.039 -4.707 18.459  C54 1.090
64 H 13.830 -6.664 18.135  C55 1.090
65 H 15.526 -6.854 17.749  C55 1.090
66 C 18.945 -9.712 17.584  C67 1.552, H73 1.090, H74 1.090, H75 1.090
67 C 19.635 -8.533 16.846  C66 1.552, C68 1.551, O72 1.403, H76 1.090
68 C 19.060 -8.122 15.465  C67 1.551, O69 1.404, H77 1.090, H78 1.090
69 O 19.309 -6.741 15.517  C68 1.404, C70 1.344
70 C 19.492 -6.342 16.787  O69 1.344, O71 1.248, O72 1.367
71 O 19.768 -5.185 17.165  C70 1.248
72 O 19.379 -7.404 17.640  C67 1.403, C70 1.367
73 H 18.842 -10.553 16.899  C66 1.090
74 H 17.890 -9.465 17.701  C66 1.090
75 H 19.403 -10.150 18.471  C66 1.090
76 H 20.690 -8.777 16.727  C67 1.090
77 H 17.994 -8.287 15.310  C68 1.090
78 H 19.475 -8.584 14.569  C68 1.090
79 C 16.480 -9.172 6.788  C80 1.538, H86 1.090, H87 1.090, H88 1.090
80 C 15.943 -10.601 6.601  C79 1.538, C81 1.575, O85 1.419, H89 1.090
81 C 16.956 -11.784 6.839  C80 1.575, O82 1.387, H90 1.090, H91 1.090
82 O 16.212 -12.672 7.602  C81 1.387, C83 1.307
83 C 15.133 -12.170 8.141  O82 1.307, O84 1.212, O85 1.395
84 O 14.360 -12.772 8.855  C83 1.212
85 O 14.959 -10.907 7.576  C80 1.419, C83 1.395
86 H 17.327 -8.917 6.151  C79 1.090
87 H 16.838 -9.150 7.817  C79 1.090
88 H 15.652 -8.471 6.678  C79 1.090
89 H 15.639 -10.672 5.557  C80 1.090
90 H 17.785 -11.443 7.459  C81 1.090
91 H 17.370 -12.231 5.935  C81 1.090
92 C 11.851 -5.815 3.385  C93 1.499, H99 1.090, H100 1.090, H101 1.090
93 C 10.354 -5.829 3.305  C92 1.499, C94 1.471, O98 1.439, H102 1.090
94 C 9.697 -4.738 2.569  C93 1.471, O95 1.445, H103 1.090, H104 1.090
95 O 8.755 -5.383 1.684  C94 1.445, C96 1.301
96 C 8.993 -6.660 1.745  O95 1.301, O97 1.217, O98 1.310
97 O 8.523 -7.418 0.916  C96 1.217
98 O 9.960 -6.997 2.562  C93 1.439, C96 1.310
99 H 12.320 -6.787 3.537  C92 1.090
100 H 12.184 -5.329 4.302  C92 1.090
101 H 12.263 -5.460 2.441  C92 1.090
102 H 9.975 -5.830 4.327  C93 1.090
103 H 10.459 -4.202 2.003  C94 1.090
104 H 9.150 -4.063 3.227  C94 1.090
105 C 21.817 -14.476 11.567  C106 1.590, H112 1.090, H113 1.090, H114 1.090
106 C 20.236 -14.321 11.638  C105 1.590, C107 1.520, O111 1.378, H115 1.090
107 C 19.804 -13.981 13.055  C106 1.520, O108 1.415, H116 1.090, H117 1.090
108 O 19.535 -12.593 13.030  C107 1.415, C109 1.362
109 C 19.372 -12.201 11.735  O108 1.362, O110 1.219, O111 1.334
110 O 18.834 -11.201 11.292  C109 1.219
111 O 19.814 -13.196 10.964  C106 1.378, C109 1.334
112 H 22.166 -14.659 10.551  C105 1.090
113 H 22.226 -15.218 12.253  C105 1.090
114 H 22.139 -13.554 12.052  C105 1.090
115 H 19.837 -15.279 11.303  C106 1.090
116 H 20.525 -14.239 13.832  C107 1.090
117 H 18.884 -14.485 13.351  C107 1.090
118 C 5.338 -5.163 12.720  C119 1.557, H125 1.090, H126 1.090, H127 1.090
119 C 4.858 -6.007 11.503  C118 1.557, C120 1.560, O124 1.422, H128 1.090
120 C 4.205 -7.335 11.998  C119 1.560, O121 1.407, H129 1.090, H130 1.090
121 O 3.038 -7.365 11.212  C120 1.407, C122 1.238
122 C 2.826 -6.366 10.512  O121 1.238, O123 1.273, O124 1.341
123 O 1.791 -6.111 9.818  C122 1.273
124 O 3.768 -5.450 10.780  C119 1.422, C122 1.341
125 H 4.652 -5.272 13.559  C118 1.090
126 H 5.437 -4.083 12.608  C118 1.090
127 H 6.314 -5.587 12.955  C118 1.090
128 H 5.672 -6.252 10.821  C119 1.090
129 H 3.919 -7.309 13.049  C120 1.090
130 H 4.836 -8.207 11.824  C120 1.090
131 C 9.205 -2.420 8.880  C132 1.559, H138 1.090, H139 1.090, H140 1.090
132 C 9.220 -2.390 7.321  C131 1.559, C133 1.484, O137 1.395, H141 1.090
133 C 8.469 -1.266 6.710  C132 1.484, O134 1.423, H142 1.090, H143 1.090
134 O 9.313 -0.569 5.799  C133 1.423, C135 1.280
135 C 10.504 -0.990 6.002  O134 1.280, O136 1.218, O137 1.381
136 O 11.477 -0.564 5.405  C135 1.218
137 O 10.504 -2.033 6.908  C132 1.395, C135 1.381
138 H 10.093 -2.912 9.276  C131 1.090
139 H 8.373 -2.990 9.292  C131 1.090
140 H 9.135 -1.404 9.268  C131 1.090
141 H 8.995 -3.374 6.909  C132 1.090
142 H 8.114 -0.603 7.499  C133 1.090
143 H 7.671 -1.716 6.120  C133 1.090

=====

Most stable = a